{"formula": "C3H4NO2", "method": "ωB97M-V/def2-TZVPD", "e_tot_ha": -321.90268, "total_charge": -1, "orbital_gap_ev": 5.43, "homo_energy_ev": -1.52, "elements": ["C", "C", "C", "N", "O", "O", "H", "H", "H", "H"], "coordinates": [[0.325013, 0.644604, -0.368870], [-2.280710, -0.227106, 0.024491], [0.900462, -0.488703, 0.422200], [0.949891, 1.536785, -1.027776], [-2.417296, 0.090330, 1.163283], [-2.513647, -0.630105, -1.069087], [-0.078380, -1.119186, 0.606353], [1.247257, -0.192007, 1.480388], [1.796231, -1.002616, 0.001080], [2.071181, 1.388000, -1.232065]], "forces_ev_per_angstrom": [[-0.6, 1.2, 0.2], [-0.4, 0.7, -0.2], [-1.0, -1.0, 1.7], [1.8, -0.5, -0.9], [0.3, -0.7, -1.6], [0.4, 0.3, 1.7], [2.6, 0.2, -0.2], [-0.7, 0.0, -1.4], [-0.5, -0.2, -0.2], [-1.9, -0.1, 1.0]]}

{"formula": "C5H10O", "method": "ωB97M-V/def2-TZVPD", "e_tot_ha": -271.73552, "orbital_gap_ev": 10.71, "homo_energy_ev": -9.73, "elements": ["C", "C", "C", "C", "C", "O", "H", "H", "H", "H", "H", "H", "H", "H", "H", "H"], "coordinates": [[-0.748159, 1.580312, 1.206542], [0.251425, 0.845825, 0.313654], [-0.198883, -0.395461, -0.493948], [0.958591, -0.800375, -1.418419], [-0.533426, -1.600481, 0.365389], [0.221829, -2.529631, 0.525358], [-1.110234, 0.973116, 2.042448], [-0.255789, 2.461961, 1.634216], [-1.616190, 1.942333, 0.643967], [0.614095, 1.558325, -0.436705], [1.128295, 0.555383, 0.905169], [-1.128003, -0.130579, -1.029839], [1.769846, -1.225532, -0.813983], [0.671684, -1.565652, -2.145942], [1.348683, 0.068030, -1.955469], [-1.532604, -1.647512, 0.834447]], "forces_ev_per_angstrom": [[-0.1, 0.0, 0.0], [0.1, 0.0, 0.0], [0.1, 0.0, 0.0], [0.0, 0.1, -0.1], [0.2, -0.2, 0.1], [-0.2, 0.2, 0.1], [0.0, 0.0, -0.1], [-0.1, -0.2, 0.0], [0.1, -0.1, 0.0], [0.0, -0.1, 0.1], [-0.1, 0.0, 0.0], [0.3, -0.1, -0.1], [-0.2, 0.2, -0.2], [0.0, 0.1, 0.1], [-0.1, -0.1, 0.0], [-0.1, 0.2, 0.1]]}

{"formula": "C2H9N2S", "method": "ωB97M-V/def2-TZVPD", "e_tot_ha": -588.96907, "total_charge": 1, "orbital_gap_ev": 9.19, "homo_energy_ev": -13.30, "elements": ["C", "C", "N", "N", "S", "H", "H", "H", "H", "H", "H", "H", "H", "H"], "coordinates": [[0.880528, -0.736260, -0.008618], [0.714910, 0.645287, -0.589773], [-1.727756, -1.106790, -0.282717], [1.033443, 1.752351, -0.034997], [-1.733430, 0.602241, 0.007673], [1.268327, -1.465416, -0.612819], [1.474562, -0.600912, 0.950388], [-0.119924, -1.028726, 0.386731], [0.289278, 0.630838, -1.555598], [-2.187031, -1.562271, 0.502646], [0.773207, 2.645276, -0.568865], [1.408964, 1.878186, 0.857338], [-2.429592, -1.329955, -1.002524], [-1.287536, 0.357556, 1.304606]], "forces_ev_per_angstrom": [[0.3, 3.5, 4.4], [-0.7, -2.9, 0.7], [-2.4, -0.7, -0.7], [-0.4, 3.1, -2.9], [-0.9, -0.6, 1.5], [0.9, -1.6, -1.7], [-0.1, -0.4, -1.2], [1.4, -0.4, -0.9], [0.1, 0.6, -1.2], [0.1, 0.1, 0.3], [0.7, -1.7, 1.3], [0.8, -0.1, 1.5], [0.5, 0.4, -0.2], [-0.4, 0.8, -1.0]]}

Number 1 is which compound? C3H4NO2